C89H192BF7N8O3S | ωB97M-V with the def2-TZVPD basis set

gap between HOMO and LUMO: 9.6 eV
electronic energy: -143955.46291 eV
lowest unoccupied orbital energy: -10.160 eV
strongest force on any atom: 0.0599 Eh/bohr
charge: +6

Element x y z (Å)
1 C 27.07 13.57 9.05
2 C 26.23 12.22 9.21
3 C 24.77 12.55 8.83
4 C 24.18 13.63 9.73
5 N 22.64 13.79 9.67
6 C 22.21 14.76 10.73
7 C 20.94 15.45 10.38
8 C 20.87 15.34 8.79
9 C 22.15 14.57 8.38
10 C 21.90 12.48 9.75
11 C 22.22 11.71 11.06
12 C 21.41 10.39 11.05
13 H 26.73 14.07 8.14
14 H 28.14 13.58 8.97
15 H 26.71 14.26 9.82
16 H 26.29 11.84 10.23
17 H 26.60 11.45 8.56
18 H 24.19 11.61 8.86
19 H 24.84 12.85 7.78
20 H 24.48 14.61 9.34
21 H 24.50 13.44 10.76
22 H 22.23 14.29 11.70
23 H 23.04 15.51 10.80
24 H 20.12 14.88 10.82
25 H 20.85 16.46 10.75
26 H 19.88 14.94 8.60
27 H 20.95 16.29 8.24
28 H 21.93 13.86 7.59
29 H 23.01 15.15 8.04
30 H 22.22 11.98 8.85
31 H 20.82 12.67 9.71
32 H 22.04 12.33 11.96
33 H 23.27 11.50 10.93
34 H 20.35 10.46 11.33
35 H 21.86 9.65 11.73
36 H 21.44 10.11 9.99
37 C 12.67 15.21 11.99
38 C 13.07 16.58 12.56
39 C 13.02 16.60 14.10
40 C 11.56 16.55 14.59
41 N 11.37 16.92 16.04
42 C 12.13 15.96 16.97
43 C 11.15 14.87 17.32
44 C 9.75 15.27 16.77
45 C 9.95 16.73 16.47
46 C 11.82 18.36 16.22
47 C 11.21 19.37 15.30
48 C 11.76 20.77 15.68
49 H 12.80 15.21 10.92
50 H 11.60 15.06 12.09
51 H 13.25 14.42 12.48
52 H 12.42 17.35 12.09
53 H 14.11 16.74 12.22
54 H 13.51 17.47 14.52
55 H 13.53 15.70 14.46
56 H 11.27 15.52 14.57
57 H 10.79 17.02 13.97
58 H 12.46 16.47 17.87
59 H 13.01 15.69 16.41
60 H 11.09 14.69 18.39
61 H 11.39 13.97 16.78
62 H 8.88 15.20 17.43
63 H 9.46 14.67 15.90
64 H 9.73 17.27 17.40
65 H 9.26 17.04 15.67
66 H 12.90 18.35 16.09
67 H 11.60 18.62 17.25
68 H 10.13 19.38 15.33
69 H 11.52 19.21 14.26
70 H 11.28 21.10 16.61
71 H 11.49 21.58 14.99
72 H 12.84 20.71 15.89
73 C 20.72 12.95 15.45
74 C 21.24 13.26 16.89
75 C 22.75 13.41 16.85
76 C 23.23 13.44 18.28
77 N 24.76 13.44 18.52
78 C 25.35 14.74 18.00
79 C 24.93 15.83 19.01
80 C 24.62 15.03 20.33
81 C 24.97 13.60 20.05
82 C 25.40 12.22 17.94
83 C 24.84 10.89 18.52
84 C 25.84 9.79 18.26
85 H 19.63 12.86 15.48
86 H 21.15 12.00 15.13
87 H 20.95 13.71 14.73
88 H 20.98 12.47 17.59
89 H 20.79 14.16 17.32
90 H 22.99 14.35 16.32
91 H 23.24 12.62 16.27
92 H 22.94 12.46 18.70
93 H 22.77 14.29 18.82
94 H 26.41 14.54 17.92
95 H 25.02 14.94 16.97
96 H 25.69 16.61 19.18
97 H 24.05 16.34 18.68
98 H 25.19 15.44 21.16
99 H 23.54 15.15 20.55
100 H 26.05 13.40 20.23
101 H 24.34 12.91 20.63
102 H 26.43 12.39 18.27
103 H 25.37 12.16 16.86
104 H 23.90 10.64 18.05
105 H 24.67 11.04 19.60
106 H 25.99 9.67 17.19
107 H 25.29 8.89 18.49
108 H 26.80 9.98 18.73
109 C 21.19 16.83 14.71
110 C 22.03 17.98 14.27
111 C 23.51 17.55 14.17
112 C 24.28 18.75 13.67
113 N 25.70 18.40 13.22
114 C 26.38 19.59 12.61
115 C 27.55 19.04 11.82
116 C 26.99 17.68 11.33
117 C 25.70 17.38 12.09
118 C 26.43 17.76 14.39
119 C 26.70 18.75 15.57
120 C 27.42 17.94 16.62
121 H 20.10 16.99 14.76
122 H 21.56 16.66 15.72
123 H 21.29 16.01 14.01
124 H 22.00 18.79 15.03
125 H 21.72 18.46 13.35
126 H 23.57 16.69 13.47
127 H 23.79 17.15 15.16
128 H 24.21 19.62 14.33
129 H 23.77 19.06 12.73
130 H 26.64 20.31 13.39
131 H 25.60 20.07 11.99
132 H 28.46 18.84 12.40
133 H 27.83 19.72 11.01
134 H 27.70 16.89 11.58
135 H 26.84 17.64 10.23
136 H 25.67 16.36 12.49
137 H 24.85 17.59 11.45
138 H 27.37 17.37 14.00
139 H 25.81 16.93 14.70
140 H 25.74 19.02 16.05
141 H 27.25 19.63 15.29
142 H 26.76 17.10 16.91
143 H 27.59 18.53 17.52
144 H 28.37 17.54 16.30
145 C 20.40 17.12 18.54
146 C 19.77 18.29 19.33
147 C 18.29 18.09 19.41
148 C 17.67 19.15 20.27
149 N 16.16 18.93 20.42
150 C 15.52 20.00 21.27
151 C 14.16 20.37 20.72
152 C 14.13 19.64 19.31
153 C 15.48 19.02 19.04
154 C 15.97 17.57 21.09
155 C 14.51 17.21 21.30
156 C 14.49 15.84 21.99
157 H 19.81 16.83 17.67
158 H 20.29 16.16 19.09
159 H 21.44 17.26 18.21
160 H 20.03 19.19 18.80
161 H 20.28 18.39 20.29
162 H 18.12 17.13 19.91
163 H 17.83 17.98 18.45
164 H 17.76 20.16 19.87
165 H 18.11 19.15 21.28
166 H 15.55 19.69 22.32
167 H 16.16 20.87 21.09
168 H 13.29 20.06 21.33
169 H 14.02 21.44 20.50
170 H 13.29 18.93 19.36
171 H 13.88 20.31 18.51
172 H 15.50 18.06 18.48
173 H 16.08 19.73 18.48
174 H 16.57 17.60 21.99
175 H 16.42 16.78 20.43
176 H 14.00 17.14 20.32
177 H 14.00 18.00 21.89
178 H 13.47 15.49 22.17
179 H 14.96 16.01 22.96
180 H 15.00 15.08 21.39
181 C 16.95 18.02 9.89
182 C 17.76 19.19 10.46
183 C 17.25 19.65 11.80
184 C 18.12 20.79 12.31
185 N 17.97 21.22 13.75
186 C 19.06 22.30 13.98
187 C 19.56 22.00 15.38
188 C 18.90 20.70 15.90
189 C 18.30 20.06 14.72
190 C 16.55 21.76 14.05
191 C 16.02 22.83 13.12
192 C 14.68 23.26 13.75
193 H 16.88 17.21 10.61
194 H 17.45 17.69 8.98
195 H 15.94 18.34 9.62
196 H 17.83 20.05 9.76
197 H 18.81 18.87 10.64
198 H 17.37 18.82 12.56
199 H 16.19 19.90 11.78
200 H 17.93 21.70 11.72
201 H 19.16 20.52 12.19
202 H 18.57 23.26 13.86
203 H 19.84 22.13 13.27
204 H 19.46 22.79 16.11
205 H 20.63 21.94 15.19
206 H 18.19 20.90 16.72
207 H 19.68 20.04 16.30
208 H 17.43 19.44 14.95
209 H 18.97 19.37 14.16
210 H 16.59 22.05 15.07
211 H 15.89 20.88 14.04
212 H 15.85 22.48 12.12
213 H 16.70 23.68 12.94
214 H 14.23 24.07 13.18
215 H 14.81 23.70 14.72
216 H 14.01 22.39 13.74
217 C 14.56 10.09 9.77
218 C 14.30 10.99 10.98
219 C 13.96 10.19 12.22
220 C 13.88 11.12 13.38
221 N 13.58 10.40 14.69
222 C 13.43 11.45 15.82
223 C 12.35 10.95 16.74
224 C 11.74 9.67 16.10
225 C 12.14 9.81 14.66
226 C 14.52 9.28 14.90
227 C 15.95 9.73 14.85
228 C 16.93 8.73 15.37
229 H 15.39 9.39 9.93
230 H 14.75 10.62 8.86
231 H 13.65 9.48 9.63
232 H 13.52 11.70 10.69
233 H 15.19 11.60 11.18
234 H 14.77 9.45 12.26
235 H 13.00 9.68 12.06
236 H 13.18 11.92 13.21
237 H 14.81 11.64 13.62
238 H 14.46 11.50 16.27
239 H 13.14 12.30 15.27
240 H 12.76 10.81 17.74
241 H 11.61 11.71 16.89
242 H 12.26 8.85 16.59
243 H 10.64 9.65 16.11
244 H 12.13 8.88 14.06
245 H 11.53 10.48 14.05
246 H 14.35 8.60 14.07
247 H 14.27 8.79 15.88
248 H 16.11 10.66 15.39
249 H 16.09 10.01 13.81
250 H 16.90 7.82 14.74
251 H 16.75 8.43 16.41
252 H 17.98 9.07 15.33
253 C 20.98 9.07 18.84
254 C 19.59 9.35 18.36
255 C 18.79 9.98 19.48
256 C 19.12 11.48 19.55
257 N 18.43 12.22 20.59
258 C 18.86 13.70 20.56
259 C 18.69 14.16 22.00
260 C 18.65 12.88 22.90
261 C 18.95 11.78 21.92
262 C 16.91 12.09 20.54
263 C 16.35 12.49 19.21
264 C 14.81 12.44 19.35
265 H 21.01 8.73 19.87
266 H 21.63 9.95 18.78
267 H 21.43 8.32 18.19
268 H 19.20 8.35 18.10
269 H 19.69 9.87 17.39
270 H 19.10 9.58 20.42
271 H 17.72 9.84 19.35
272 H 18.77 11.90 18.60
273 H 20.18 11.61 19.65
274 H 18.23 14.19 19.84
275 H 19.88 13.67 20.17
276 H 17.77 14.78 22.12
277 H 19.55 14.83 22.28
278 H 17.74 12.76 23.47
279 H 19.47 12.78 23.63
280 H 18.50 10.81 22.17
281 H 20.02 11.64 21.91
282 H 16.53 12.74 21.32
283 H 16.73 11.06 20.83
284 H 16.63 11.79 18.43
285 H 16.73 13.46 18.85
286 H 14.57 11.37 19.55
287 H 14.34 12.65 18.39
288 H 14.36 13.15 20.05
289 B 10.79 13.02 14.10
290 F 12.11 13.74 14.48
291 F 11.07 12.19 13.05
292 F 10.32 12.43 15.27
293 F 9.91 14.01 13.63
294 C 17.21 14.87 14.47
295 F 18.34 15.08 13.73
296 F 16.17 15.39 13.82
297 F 17.09 13.56 14.64
298 S 17.40 15.73 16.03
299 O 18.49 14.95 16.66
300 O 17.81 17.05 15.63
301 O 16.12 15.51 16.62


C8Br4F6N2O8PtS2 | ωB97M-V with the def2-TZVPD basis set

gap between HOMO and LUMO (spin up / spin down): 5.9 / 5.9 eV
electronic energy: -349045.81877 eV
lowest unoccupied orbital energy (spin up / spin down): 3.930 / 3.930 eV
strongest force on any atom: 0.0612 Eh/bohr
charge: -2

Element x y z (Å)
1 Pt -0.18 0.24 -0.08
2 Br -5.51 -4.05 1.26
3 C -4.06 -2.84 1.46
4 C -3.59 -2.49 2.72
5 Br -4.40 -3.20 4.28
6 C -2.50 -1.62 2.83
7 Br -1.78 -1.11 4.50
8 C -1.89 -1.06 1.71
9 O -0.88 -0.23 1.77
10 C -2.36 -1.41 0.43
11 O -1.77 -0.89 -0.62
12 C -3.43 -2.29 0.32
13 Br -4.00 -2.72 -1.43
14 O 2.63 1.63 -1.64
15 N 2.44 0.52 -2.10
16 O 1.56 -0.21 -1.52
17 F -0.10 2.64 2.64
18 C 1.02 3.27 2.32
19 F 1.90 3.10 3.32
20 F 0.75 4.59 2.25
21 S 1.72 2.63 0.72
22 O 1.49 1.17 0.95
23 O 3.05 3.12 0.78
24 N 0.78 3.44 -0.26
25 S -0.53 2.89 -0.94
26 O -0.35 1.96 -2.04
27 O -1.66 2.72 -0.08
28 C -0.94 4.46 -1.81
29 F -0.91 5.51 -0.98
30 F -0.10 4.71 -2.82
31 F -2.17 4.38 -2.32